Model 1:
ORCA calculation (the ωB97M-V functional and the def2-TZVPD basis) on a molecular structure, C32H38BF6N2S5Y.

XYZ file:
```
85
C32H38BF6N2S5Y (the ωB97M-V functional and the def2-TZVPD basis)
Y 1.41020 -0.53688 0.54080
S 3.46458 -0.30377 -1.95043
S -0.22094 -1.76885 -1.54521
S 4.14539 0.74901 1.08956
S 6.02470 -2.18595 -0.23958
S -0.94302 -2.00856 1.58933
F -0.45396 1.17803 -0.06370
F 1.72373 1.77105 -0.02847
F 1.91261 -3.58708 1.23279
F 0.17546 3.16599 -1.09909
F 0.78439 1.11239 -1.97859
F 3.50315 -2.25555 2.06267
N -2.73920 -1.12692 -1.77751
N -3.06789 -0.58990 0.91255
C -7.07249 -2.90123 2.74978
C 0.75962 1.51122 3.04178
C -0.91128 -0.23031 -4.82947
C -1.58343 2.33743 -4.02662
C 4.59980 1.75757 -0.33580
C -0.37192 4.09927 3.24399
C -7.11184 -1.54432 3.02897
C -1.18277 2.97181 3.25370
C 1.55817 2.66192 3.04566
C 6.59737 -0.62991 0.49243
C -1.97401 -1.23828 0.53540
C -0.62531 1.70815 3.15245
C -3.52335 -0.52680 2.30058
C 2.76242 -2.51754 0.87452
C 5.69320 -0.05629 1.57457
C -4.77309 -1.35343 2.47509
C -2.56532 -1.24562 -3.22573
C -4.73849 -2.71880 2.19898
C 4.53967 -1.61912 -2.59070
C -2.20096 1.24025 -3.44594
C 5.93253 -1.82033 -2.00616
C -3.87344 0.12633 -0.06331
C 4.59280 1.10009 -1.73047
C -0.29303 0.86384 -5.41366
C -5.88255 -3.48777 2.33505
C -1.70724 -1.32881 -0.95982
C -0.62837 2.14968 -5.01287
C 1.00187 3.92887 3.14262
C -5.96445 -0.77321 2.88895
C -1.86832 -0.04910 -3.84135
C 1.31505 0.15162 2.86394
C -4.05404 -0.73845 -1.27819
B 0.51971 1.87988 -0.85281
H 3.94589 -2.52419 -2.44678
H -2.93084 1.39736 -2.66020
H 2.35333 0.10326 3.20651
H -5.84635 -4.54891 2.12497
H -1.82763 3.33502 -3.68797
H 5.57769 2.20858 -0.15464
H -2.01937 -2.16457 -3.44288
H -0.62962 -1.23558 -5.12302
H 7.56619 -0.82601 0.95495
H 6.77806 0.09632 -0.29922
H 4.64327 -1.47238 -3.66817
H -8.03474 -1.08239 3.35453
H -0.80075 5.09021 3.31948
H -0.13611 3.00485 -5.45726
H -5.99486 0.28808 3.10963
H 6.26829 0.68304 2.13674
H 5.38203 -0.83406 2.27178
H 0.46114 0.71185 -6.17517
H -3.71220 0.52072 2.54423
H -4.65490 -1.62110 -1.04017
H -3.37544 1.06624 -0.32023
H -3.80609 -3.17894 1.88763
H 6.36172 -2.68297 -2.52028
H -2.71735 -0.89190 2.93115
H 3.87276 2.56500 -0.31486
H 6.59537 -0.98636 -2.23646
H -4.55850 -0.17376 -2.06069
H 1.65224 4.79600 3.13987
H -7.96434 -3.50446 2.85784
H 4.32853 1.86394 -2.46155
H -1.26455 0.83343 3.16079
H -4.84036 0.34405 0.38681
H -3.56776 -1.34592 -3.64532
H 5.58709 0.74847 -1.99023
H 0.75210 -0.56333 3.47077
H -2.25898 3.07971 3.34229
H 3.49579 -2.97645 0.20962
H 2.63349 2.55553 2.96481
```

Orbital gap (Ha): 0.206

=====

Model 2:
ORCA calculation (the ωB97M-V functional and the def2-TZVPD basis) on a molecular structure, C32H38BF6N2S5Y.

XYZ file:
```
85
C32H38BF6N2S5Y (the ωB97M-V functional and the def2-TZVPD basis)
Y 0.01317 -0.44550 -0.28548
S 0.81246 2.77423 5.09284
S 1.10676 -2.50092 -1.99160
S -0.45426 -0.25496 3.01959
S -0.38537 -0.15013 -3.53246
S -1.43110 3.07543 2.24917
F -2.79813 -1.30574 -0.93245
F 0.97049 -2.17618 1.22140
F 2.15835 -0.29919 0.84979
F -1.56336 -2.91533 -0.01025
F 2.89671 -1.80940 2.48371
F 3.06886 -2.35175 0.23775
N -2.14010 -1.98260 -4.26101
N -1.01148 -3.93146 -2.62628
C 1.27061 -7.05175 -4.56254
C -0.52114 -5.08686 -1.85379
C -2.37485 -4.08759 -3.13051
C 0.23745 4.22395 4.18224
C -0.81068 -7.42477 -2.76512
C -2.52467 -3.38616 -4.43333
C -4.28496 -1.24776 -5.24145
C -2.80958 -0.97683 -5.10140
C 0.91644 -6.03297 -3.69084
C -6.22220 -1.75987 -6.58607
C 0.65746 3.28778 -0.79525
C -0.45380 -8.45016 -3.63726
C -0.59694 3.12383 -2.81902
C -1.78340 0.71435 3.79532
C -0.37412 2.66132 -1.51329
C -0.38108 -2.78381 -2.71986
C 0.16888 4.14557 -3.37382
C -7.02475 -1.72220 -5.45379
C 0.99305 0.24460 3.99385
C 1.41873 4.31347 -1.34333
C -0.12985 -6.21295 -2.78492
C -1.20862 4.15153 3.69596
C 0.58452 -8.26318 -4.53821
C -1.95037 -1.55674 0.18662
C -4.85363 -1.52650 -6.47685
C -6.45852 -1.44351 -4.21241
C -1.05441 -1.65986 -3.54372
C -2.46798 1.72783 2.87930
C 1.18331 4.74926 -2.64094
C -1.14667 1.54313 -0.88772
C 1.51141 1.67257 3.81529
C -5.09658 -1.20330 -4.10836
B 2.34508 -1.72539 1.22981
H -1.53579 5.14468 3.38281
H -2.56826 -5.15038 -3.25978
H 2.20566 4.77483 -0.75401
H -7.08317 -1.40694 -3.32506
H -1.91221 -3.85988 -5.20703
H -0.99000 -9.39247 -3.61196
H -2.31642 -0.91955 -6.07581
H -2.61962 -1.59201 1.04088
H -2.01284 1.26016 -1.49228
H -6.65806 -1.97441 -7.55595
H -1.39593 2.67962 -3.40236
H -4.22430 -1.56073 -7.36200
H -2.65475 -0.01913 -4.61771
H -0.03603 4.47757 -4.38798
H 0.34271 5.04784 4.88924
H -3.56022 -3.43152 -4.74350
H 1.25485 2.06181 2.83506
H -1.62308 -7.57236 -2.05909
H -1.54143 1.90491 0.07387
H -1.86975 3.81606 4.49727
H -2.85295 1.24658 1.98113
H 0.85823 2.95720 0.22241
H 0.30997 -4.75831 -1.24256
H -4.64993 -0.98104 -3.13918
H 1.75235 -0.46968 3.68803
H 1.77528 5.54959 -3.07095
H -3.06810 -3.68296 -2.38940
H 0.92055 4.41844 3.35433
H 2.08809 -6.90471 -5.25963
H 0.75885 0.04256 5.03937
H 0.86359 -9.06016 -5.21927
H -2.51418 -0.00946 4.16080
H 2.59233 1.68743 3.92746
H 1.46002 -5.09195 -3.70135
H -1.33133 -5.39578 -1.19238
H -1.34857 1.22658 4.64966
H -3.31613 2.17547 3.39782
H -8.09155 -1.90252 -5.53716
```

Orbital gap (Ha): 0.225

=====

Of them, model 1 has the highest stability.

=====

Model 1:
ORCA calculation (the ωB97M-V functional and the def2-TZVPD basis) on 13 unconnected molecules or ions with the total composition C4H24BO20.

XYZ file:
```
49
C4H24BO20 (the ωB97M-V functional and the def2-TZVPD basis)
O -5.58089 -1.96294 -0.99460
O -0.06597 -0.57258 0.70487
O -0.88810 0.71053 -1.19895
O 3.54777 0.92848 4.78162
O -0.87551 -1.65148 -1.29294
O -3.93789 1.12410 -5.16709
O 5.46003 -0.82830 -2.55910
O 1.64533 2.84690 3.70286
O 1.51660 -0.18771 2.23085
O 0.08805 -2.01175 4.10773
O 3.24796 -0.10088 -0.19668
O -3.17818 -1.86185 -5.85391
O -5.95307 1.15913 -2.91181
O -2.60991 0.99872 -2.60951
O 1.27986 -0.42974 -1.21001
O 0.01902 0.89407 4.86849
O -2.76175 -1.82972 -2.50930
O -2.10269 -1.02669 2.74184
O 6.20016 -0.78487 1.78301
O 4.71959 2.57399 0.25170
C 2.05967 -0.27276 -0.16180
C 1.19489 -0.36998 1.09903
C -1.95223 -1.19911 -1.91367
C -1.90407 0.32066 -1.91855
B -0.13837 -0.46485 -0.75720
H -0.72248 -1.70552 3.64558
H -6.01616 -1.49934 -1.71989
H -1.77568 -0.56261 1.95484
H -3.86249 -1.19799 -5.69806
H -5.22285 1.21620 -3.54631
H -2.99721 -0.69729 2.88415
H 4.66442 -0.71525 -3.08965
H -4.90448 -2.50154 -1.42444
H 0.95375 2.18541 3.92496
H 5.12581 -1.05843 -1.68335
H -0.82913 0.44172 4.85383
H 1.51576 3.03373 2.76781
H 4.29320 1.11956 4.20871
H 4.15541 2.23999 -0.45654
H 0.80041 -1.80874 3.48676
H 5.47409 2.97064 -0.19697
H -3.41648 1.14876 -4.34150
H -2.91587 -2.14280 -4.96679
H 0.66238 0.17958 4.73221
H 2.84901 1.53140 4.46777
H -3.28937 1.22646 -5.87089
H 5.91826 -0.62814 0.87496
H 6.03057 0.05132 2.22736
H -5.52116 1.17150 -2.05140
```

Net charge: -1
Orbital gap (Ha): 0.389

=====

Model 2:
ORCA calculation (the ωB97M-V functional and the def2-TZVPD basis) on 13 unconnected molecules or ions with the total composition C4H24BO20.

XYZ file:
```
49
C4H24BO20 (the ωB97M-V functional and the def2-TZVPD basis)
O 1.31755 -0.14446 1.69175
O 0.46372 -0.55498 -2.81291
O -0.22200 1.47413 1.06630
O -5.94298 -0.25801 -0.89518
O -2.72140 -5.94017 -1.24713
O -1.87367 -1.76948 -1.24178
O 1.39070 7.17530 5.26663
O 0.25267 3.06587 2.53494
O 3.54741 -3.11443 3.74579
O -4.14635 -2.11440 2.32273
O 1.63897 3.15096 -5.26871
O 0.99287 0.01236 -0.65729
O -0.77547 -0.78468 0.44822
O -5.23768 -1.89495 -4.93891
O -3.47616 2.51624 -1.09586
O 4.37693 -0.97757 -6.64613
O 2.20177 0.94117 3.53195
O -1.51238 -2.43910 -6.21293
O 5.54187 -1.22803 6.57376
O 5.93848 2.79051 5.37821
C -0.99464 -1.09346 -0.78241
C 1.35445 0.85954 2.61192
C 0.17822 -0.47856 -1.59193
C 0.43785 1.92388 2.11578
B 0.31420 0.15290 0.63343
H 2.97683 -2.37317 3.54282
H -5.22252 -1.84076 -3.98336
H 5.18294 2.34067 5.00000
H 3.08767 -3.58849 4.43870
H -2.29367 -1.95733 -5.94139
H 5.16260 -1.31822 5.69955
H -2.75678 -4.98671 -1.32388
H 0.73802 7.83474 5.50195
H 5.13256 -0.72094 -6.11755
H 0.93378 2.52371 -5.42833
H -3.92925 -1.38302 1.74465
H 3.96613 -1.68545 -6.14975
H 0.88586 6.47452 4.85400
H -3.64567 2.92873 -1.94282
H 6.48618 -1.18711 6.42263
H 1.44475 3.51583 -4.40536
H -5.85865 -2.59799 -5.12959
H 6.04628 3.57376 4.83865
H -2.61106 2.83731 -0.84140
H -6.74545 0.20297 -1.13967
H -0.78421 -1.95331 -5.82562
H -5.26570 0.41836 -0.90334
H -2.60667 -6.10146 -0.31062
H -3.36882 -2.22712 2.86951
```

Net charge: -1
Orbital gap (Ha): 0.361

=====

Model 3:
ORCA calculation (the ωB97M-V functional and the def2-TZVPD basis) on 13 unconnected molecules or ions with the total composition C4H24BO20.

XYZ file:
```
49
C4H24BO20 (the ωB97M-V functional and the def2-TZVPD basis)
O -0.01538 -3.67118 -4.52056
O -0.99651 -1.17519 3.47743
O 0.02006 -0.69680 1.47484
O -1.63158 0.53061 0.45515
O 1.88861 1.66347 -1.95614
O 1.06005 -3.56901 1.93497
O -2.62626 -2.74569 5.35335
O 1.08468 0.34218 -5.35350
O -1.36816 3.07656 -1.17564
O 0.68984 1.07264 -0.06392
O -2.94151 0.77076 2.43463
O -1.18610 1.73101 5.09038
O -0.24494 -0.89422 -0.89492
O 3.21254 -2.67670 -1.64870
O -1.87070 -2.90342 -0.13792
O 0.93192 -1.09024 -2.83382
O 3.72435 3.95255 -0.82834
O 1.62437 4.27762 0.84558
O 1.27902 4.52667 -3.67664
O -3.59481 -2.92067 2.05451
C -1.05637 -0.69899 2.35029
C 1.19393 0.83422 -1.30202
C -2.03323 0.28059 1.75185
C 0.61055 -0.52711 -1.80468
B -0.27072 0.00422 0.24110
H 2.89569 3.80651 -0.37201
H 0.78448 -2.72099 1.58691
H 3.76898 -2.04779 -2.10816
H 1.20093 3.48604 1.17774
H -2.47038 -2.20354 -0.39634
H 2.37237 -2.63207 -2.10515
H -1.46837 2.23253 5.85527
H -2.09971 -1.96355 5.18831
H -1.79562 2.49388 -1.80333
H 1.73302 0.80799 -5.88163
H -1.76494 0.96879 5.07622
H -3.12583 -2.76068 1.23555
H -3.16245 -2.35389 2.69330
H 1.16209 0.72974 -4.48170
H 1.35000 5.09122 -2.90691
H 1.46617 3.64752 -3.34753
H -0.18102 -4.28570 -3.80560
H 1.35032 4.96783 1.44951
H 1.56324 -3.35403 2.72035
H -1.92971 -3.54394 -0.84677
H 0.02467 -2.81421 -4.09601
H 3.86859 3.14842 -1.32715
H -0.49137 2.70871 -1.06530
H -2.53480 -2.90266 6.29316
```

Net charge: -1
Orbital gap (Ha): 0.379

=====

Of them, model 1 has the highest stability.